Density functional theory data (ωB97M-V/def2-TZVPD) for 2 unconnected molecules or ions with the total composition C4H8O3 in a non-equilibrium geometry.

SMILES: COC(=O)C=O.C
Max |F| (eV/A): 1.3
E_LUMO (eV): 0.74
Relative energy (zero: lowest compared OMol25 entry of this formula, charge and spin) (kJ/mol): 269.11

```
15
Properties=species:S:1:pos:R:3:forces:R:3:lowdin_charge:R:1
C 2.640 -0.282 0.701 0.4 0.0 0.0 -0.034
O 1.311 0.150 0.973 0.1 0.0 0.0 -0.028
C 0.384 -0.284 0.120 0.2 -0.4 -0.1 -0.474
O 0.593 -0.858 -0.916 -0.2 0.3 0.6 0.138
C -0.924 0.013 0.856 0.1 -0.6 1.2 -0.256
O -1.573 -0.885 1.344 0.7 0.4 0.6 0.064
H 2.667 -1.372 0.639 0.0 0.1 0.0 0.103
H 3.228 0.076 1.543 0.1 -0.1 -0.1 0.096
H 2.989 0.145 -0.241 0.0 0.0 0.1 0.099
H -1.105 1.091 1.040 0.0 -0.3 0.2 0.145
C -2.033 0.466 -1.218 -0.4 -0.1 -0.5 -0.025
H -1.225 1.211 -1.265 -0.2 -0.4 0.3 0.061
H -2.985 0.975 -1.109 -0.2 0.1 -0.5 0.052
H -1.934 -0.195 -2.069 -0.3 0.3 -0.6 0.051
H -2.034 -0.250 -0.397 -0.1 0.6 -1.1 0.006
```
Positions in Å, forces in eV/Å.